{
  "formula": "C47H51AsN8O8P2SV",
  "method": "wB97M-V/def2-TZVPD",
  "species": ["V", "C", "C", "C", "C", "N", "C", "N", "C", "N", "C", "N", "C", "C", "C", "C", "C", "N", "C", "C", "C", "C", "C", "C", "H", "H", "H", "H", "H", "H", "H", "H", "H", "H", "H", "H", "C", "C", "O", "P", "O", "O", "O", "P", "O", "O", "O", "H", "H", "H", "H", "H", "H", "H", "C", "N", "C", "C", "N", "C", "S", "H", "H", "H", "H", "H", "H", "H", "H", "O", "As", "C", "C", "C", "C", "C", "C", "C", "C", "C", "C", "C", "C", "C", "C", "C", "C", "C", "C", "H", "H", "H", "H", "H", "H", "H", "H", "H", "H", "H", "H", "H", "H", "H", "C", "C", "C", "C", "C", "N", "H", "H", "H", "H", "H", "H", "H", "H", "H"],
  "positions_angstrom": [[-0.3460, -0.0942, -0.3222], [-2.7182, -2.7887, 1.8803], [-2.8413, -3.9469, 1.1148], [-2.2022, -4.0119, -0.1024], [-1.4510, -2.9216, -0.5599], [-1.3580, -1.7988, 0.1888], [-1.9724, -1.7478, 1.3827], [-0.7839, -3.0961, -1.7410], [-0.0873, -2.1923, -2.3173], [-0.0029, -0.8375, -2.0062], [0.8945, -0.2408, -2.8927], [1.1181, 1.0049, -3.0434], [0.3979, 1.9838, -2.4075], [0.4416, 3.2436, -3.0238], [-0.3463, 4.2653, -2.5571], [-1.1476, 4.0272, -1.4409], [-1.1067, 2.7909, -0.8494], [-0.3735, 1.7637, -1.3207], [1.4667, -1.2750, -3.7552], [2.4124, -1.2175, -4.7590], [2.7148, -2.4038, -5.4171], [2.0728, -3.5977, -5.0982], [1.1037, -3.6479, -4.1039], [0.8201, -2.4734, -3.4335], [-3.1836, -2.7075, 2.8512], [-3.4211, -4.7863, 1.4737], [-2.2365, -4.8889, -0.7305], [-1.8387, -0.8424, 1.9615], [1.0869, 3.3487, -3.8821], [-0.3442, 5.2351, -3.0354], [-1.7938, 4.7983, -1.0466], [-1.6931, 2.6007, 0.0372], [2.8906, -0.2842, -5.0222], [3.4565, -2.3987, -6.2040], [2.3353, -4.5024, -5.6288], [0.5784, -4.5612, -3.8598], [4.1289, -1.8483, 2.4300], [2.6252, -1.9454, 2.2397], [2.0679, -3.1519, 2.7189], [1.7223, -0.6878, 3.2298], [2.3114, -0.8483, 4.7018], [2.3491, 0.6498, 2.7328], [0.2549, -0.7932, 3.1734], [2.2016, -1.6509, 0.4360], [1.4192, -2.9875, 0.0337], [3.2892, -1.3508, -0.4990], [1.0388, -0.5603, 0.4015], [4.3690, -1.8524, 3.4921], [4.4992, -0.9295, 1.9772], [4.6267, -2.6902, 1.9447], [2.5638, -3.9061, 2.3809], [1.8106, -1.5078, 5.2062], [1.5610, 1.2159, 2.3744], [1.8786, -3.4395, -0.6913], [5.0157, 0.9965, -2.3512], [5.2522, 1.2124, -0.9487], [6.5656, 1.0166, -0.3430], [6.3202, 1.3116, 1.1486], [4.8984, 1.6432, 1.1736], [4.3333, 1.5498, -0.0423], [2.7278, 1.9266, -0.3690], [5.5844, 1.7123, -2.9495], [3.9548, 1.1279, -2.5506], [5.3087, -0.0195, -2.6242], [7.2853, 1.7075, -0.7864], [6.9127, -0.0045, -0.5146], [6.9102, 2.1580, 1.5017], [6.5409, 0.4474, 1.7774], [4.3415, 1.7193, 2.0081], [0.1073, 1.9832, 1.6109], [-0.0709, 3.3909, 2.5002], [1.2613, 3.5032, 3.9000], [1.0570, 3.3076, 5.2582], [2.1339, 3.3790, 6.1315], [3.4046, 3.6550, 5.6536], [3.6087, 3.8626, 4.2947], [2.5379, 3.7952, 3.4215], [-1.8999, 3.5198, 3.1252], [-2.2919, 2.9050, 4.3105], [-3.5780, 3.0936, 4.7951], [-4.4789, 3.8719, 4.0824], [-4.1102, 4.4316, 2.8661], [-2.8195, 4.2621, 2.3883], [0.2705, 5.0258, 1.5291], [-0.1439, 6.2245, 2.1066], [0.2167, 7.4288, 1.5263], [1.0022, 7.4388, 0.3805], [1.4247, 6.2451, -0.1860], [1.0639, 5.0365, 0.3912], [0.0702, 3.1255, 5.6588], [1.9779, 3.2301, 7.1913], [4.2351, 3.7310, 6.3425], [4.5978, 4.0905, 3.9181], [2.6816, 3.9774, 2.3610], [-1.5908, 2.2816, 4.8495], [-3.8670, 2.6447, 5.7358], [-5.4680, 4.0509, 4.4818], [-4.8235, 5.0188, 2.3029], [-2.5123, 4.7240, 1.4558], [-0.7551, 6.2092, 3.0025], [-0.0965, 8.3613, 1.9756], [1.2988, 8.3818, -0.0589], [2.0392, 6.2480, -1.0772], [1.4130, 4.1018, -0.0258], [-5.7229, 0.0199, -0.9052], [-4.7755, 1.0540, -0.2721], [-4.9472, 1.0873, 1.2597], [-4.9982, 2.4473, -0.8811], [-3.4091, 0.6318, -0.5217], [-2.3239, 0.2928, -0.6810], [-6.7500, 0.2784, -0.6530], [-5.5171, -0.9836, -0.5328], [-5.6256, 0.0193, -1.9903], [-5.9686, 1.3845, 1.4929], [-4.2639, 1.8030, 1.7207], [-4.7706, 0.1018, 1.6915], [-6.0521, 2.7054, -0.7895], [-4.7343, 2.4655, -1.9383], [-4.4102, 3.2021, -0.3581]],
  "lowdin_charge": [1.037, -0.018, -0.012, 0.032, -0.288, 0.004, -0.116, 0.192, -0.261, 0.042, -0.250, 0.193, -0.348, 0.027, -0.020, -0.047, -0.157, 0.021, -0.088, 0.019, -0.035, -0.037, 0.013, -0.099, 0.122, 0.125, 0.128, 0.110, 0.130, 0.128, 0.119, 0.085, 0.124, 0.118, 0.117, 0.124, -0.046, -0.571, -0.038, 0.423, -0.083, -0.157, -0.249, 0.525, -0.097, -0.219, -0.395, 0.096, 0.063, 0.102, 0.112, 0.107, 0.050, 0.113, -0.048, -0.153, -0.090, -0.114, 0.030, -0.773, 0.761, 0.098, 0.039, 0.096, 0.128, 0.127, 0.119, 0.112, 0.104, -0.527, 1.258, -0.287, -0.076, -0.058, -0.054, -0.061, -0.108, -0.290, -0.090, -0.057, -0.063, -0.077, -0.126, -0.316, -0.091, -0.058, -0.055, -0.061, -0.135, 0.087, 0.114, 0.115, 0.112, 0.097, 0.096, 0.116, 0.116, 0.114, 0.093, 0.112, 0.114, 0.114, 0.115, 0.022, -0.012, -0.556, -0.006, -0.012, -0.034, 0.162, 0.103, 0.094, 0.100, 0.107, 0.072, 0.090, 0.103, 0.100, 0.077],
  "spin_multiplicity": 2,
  "lumo_ev": [-6.78, -6.10],
  "relative_energy_kcal_mol": 0.0,
  "charge": 2,
  "s2": 0.766,
  "orbital_gap_ev": [5.19, 5.87],
  "energy_ha": -7122.09639
}

---

{
  "formula": "C28H23Cl2HgN8O2S",
  "method": "wB97M-V/def2-TZVPD",
  "species": ["Hg", "Cl", "C", "C", "C", "N", "C", "O", "C", "C", "C", "C", "C", "N", "C", "C", "C", "Cl", "N", "C", "O", "C", "C", "C", "C", "C", "N", "H", "H", "H", "H", "H", "H", "H", "H", "H", "H", "C", "C", "N", "C", "S", "N", "N", "C", "C", "C", "C", "C", "C", "C", "N", "H", "H", "H", "H", "H", "H", "H", "H", "H", "H", "H", "H", "H"],
  "positions_angstrom": [[-0.6832, -0.0538, 0.1253], [-6.6286, 0.5786, 3.7892], [-5.4886, -0.0354, 2.6120], [-4.1346, 0.1120, 2.8558], [-3.1751, -0.3592, 1.9573], [-1.8115, -0.1295, 2.1465], [-1.2848, -0.0993, 3.3706], [-1.8049, -0.4716, 4.4370], [0.1378, 0.4394, 3.4667], [0.9321, 0.0338, 4.5348], [2.2257, 0.5155, 4.6274], [2.6728, 1.4172, 3.6724], [1.7972, 1.7891, 2.6635], [0.5644, 1.3080, 2.5539], [-3.6112, -1.0135, 0.7705], [-4.9858, -1.1526, 0.5504], [-5.9142, -0.6685, 1.4556], [-7.6169, -0.8987, 1.1212], [-2.6383, -1.4182, -0.1345], [-2.8498, -2.3455, -1.0569], [-3.8379, -3.0867, -1.2259], [-1.6961, -2.5084, -2.0440], [-1.8692, -3.3323, -3.1548], [-0.8335, -3.4595, -4.0645], [0.3498, -2.7677, -3.8367], [0.4368, -1.9800, -2.7002], [-0.5596, -1.8581, -1.8312], [-3.8056, 0.5930, 3.7645], [0.5128, -0.6572, 5.2539], [2.8799, 0.1885, 5.4275], [3.6809, 1.8133, 3.6974], [2.1007, 2.4956, 1.8955], [-5.3206, -1.6632, -0.3379], [-2.8172, -3.8421, -3.2636], [-0.9439, -4.0864, -4.9425], [1.1837, -2.8324, -4.5254], [1.3331, -1.4083, -2.4723], [1.2412, 4.7747, -3.3866], [0.6895, 3.5069, -4.0418], [-0.4517, 2.9512, -3.3454], [-0.2773, 2.1533, -2.2062], [-1.6864, 1.9973, -1.1967], [0.9187, 1.6748, -2.0358], [1.1153, 0.7848, -1.0122], [2.3660, 0.4928, -0.6660], [3.5387, 1.2585, -1.2271], [2.5715, -0.5645, 0.2590], [3.8731, -0.9838, 0.6739], [4.0155, -2.0008, 1.5800], [2.8652, -2.6295, 2.1099], [1.6329, -2.1659, 1.6700], [1.4595, -1.1945, 0.7877], [2.0923, 5.1725, -3.9497], [1.5622, 4.5532, -2.3660], [0.4671, 5.5475, -3.3416], [1.4577, 2.7372, -4.0532], [0.4028, 3.7203, -5.0766], [-1.2585, 3.5459, -3.2580], [3.1738, 2.1669, -1.6993], [4.0787, 0.6769, -1.9842], [4.2510, 1.5245, -0.4396], [4.7486, -0.4954, 0.2638], [5.0053, -2.3188, 1.8889], [2.9328, -3.4348, 2.8301], [0.7180, -2.6067, 2.0642]],
  "lowdin_charge": [0.971, 0.582, -0.692, -0.056, -0.217, 0.020, -0.497, -0.024, -0.215, -0.025, -0.085, -0.086, -0.152, 0.111, -0.215, -0.050, -0.692, 0.582, 0.031, -0.489, -0.035, -0.185, -0.021, -0.090, -0.083, -0.131, 0.085, 0.101, 0.106, 0.093, 0.089, 0.104, 0.093, 0.103, 0.091, 0.089, 0.097, -0.110, -0.297, -0.077, -0.886, 0.465, -0.037, -0.120, -0.348, -0.061, -0.279, -0.070, -0.137, -0.129, -0.191, 0.021, 0.056, 0.063, 0.060, 0.090, 0.095, 0.071, 0.046, 0.073, 0.060, 0.081, 0.080, 0.069, 0.105],
  "spin_multiplicity": 2,
  "lumo_ev": [4.55, 4.55],
  "charge": -2,
  "s2": 0.776,
  "orbital_gap_ev": [4.38, 6.33],
  "energy_ha": -3141.42291
}

---

{
  "formula": "C4H15NO3",
  "method": "wB97M-V/def2-TZVPD",
  "species": ["C", "C", "C", "C", "N", "H", "H", "H", "H", "H", "H", "H", "H", "H", "H", "H", "O", "H", "H", "O", "H", "H", "O"],
  "positions_angstrom": [[0.1208, 0.3535, 1.2603], [-0.5224, -0.4757, 0.2554], [-0.2639, -0.2838, -1.0709], [-2.1324, -1.6515, 1.9290], [-1.2720, -1.5891, 0.6653], [0.6952, -0.3125, 1.9370], [-0.6042, 1.0179, 1.9389], [0.7281, 1.1069, 1.0071], [0.5143, 0.4406, -1.3011], [-0.8432, -0.6176, -1.9057], [-2.9295, -0.9119, 1.7689], [-1.6458, -1.6105, 2.8765], [-2.7385, -2.6065, 1.9501], [-1.6687, -2.0136, -0.1530], [1.3518, 3.5145, 0.1560], [0.0425, 3.5932, -0.5761], [0.7315, 4.0983, -0.3028], [3.3475, 3.1872, 0.5717], [3.8113, 1.7456, 0.2852], [3.0708, 2.3008, 0.3698], [0.2786, -2.6488, -3.2284], [-0.2156, -3.7470, -4.2010], [0.1441, -2.8903, -4.2322]],
  "lowdin_charge": [-0.011, -0.303, 0.223, 0.010, 0.103, 0.128, 0.172, 0.010, 0.110, 0.096, 0.107, 0.082, 0.116, 0.137, 0.000, -0.035, 0.000, 0.050, 0.026, -0.021, 0.074, -0.002, -0.072],
  "spin_multiplicity": 2,
  "lumo_ev": [-3.82, -7.46],
  "relative_energy_kcal_mol": 38.0,
  "charge": 1,
  "s2": 0.771,
  "orbital_gap_ev": [10.33, 6.68],
  "energy_ha": -441.51324
}